# 1
Entry from the OMol25 dataset: a structure of composition C25H45ErN2OS (ωB97M-V with the def2-TZVPD basis set).

Computed properties:
expectation value of S² = 6.0125
E = -2576.0729 a.u.
LUMO energy (spin up / spin down) = -10.79 / -10.70 eV
spin multiplicity = 5
frontier orbital gap (spin up / spin down) = 3.36 / 4.33 eV
total charge = +3

```
75
C25H45ErN2OS, DFT ωB97M-V with the def2-TZVPD basis set
C 3.3914 3.5598 -3.6906
C 2.4784 2.9642 -2.4725
C 3.4000 1.7739 -1.8268
C 1.1292 2.2543 -2.9654
C -0.0834 3.2417 -3.3318
S 0.2596 4.0900 -4.9858
C -1.5156 2.5335 -3.4997
C -2.0126 1.6351 -2.2633
C -2.8896 2.4502 -1.1669
C -3.4590 1.4075 -0.0397
C -2.6472 1.5003 1.3478
C -1.4887 0.3673 1.4944
C -1.7574 -0.6179 2.7556
C -0.9495 -2.0069 2.4839
C 0.2311 -2.2546 3.5430
C 1.2489 -3.4350 3.0762
C 0.8849 -4.8447 3.7486
C 1.5029 -6.0997 2.8970
N 0.3304 -6.6719 2.1165
C -0.4041 -5.8669 1.1837
C -1.5181 -6.8604 0.6960
C -1.2990 -8.2123 1.3997
C -0.0273 -8.0516 2.3719
C -0.1168 4.4214 -2.2325
C 0.9031 4.2487 -1.0064
C 0.3740 3.2153 0.1404
C 0.9182 5.6999 -0.2486
N 2.3203 3.9863 -1.3964
O 3.0072 5.0792 -1.6109
H 4.4964 3.6133 -3.3799
H 3.3000 2.7684 -4.5267
H 2.9835 4.5333 -4.1160
H 2.9974 1.6471 -0.7503
H 4.5043 2.0444 -1.7860
H 3.1889 0.7658 -2.3405
H 1.4006 1.6929 -3.9389
H 0.8735 1.4381 -2.2048
H 0.2367 3.0511 -5.9342
H -1.4306 1.8323 -4.4082
H -2.3388 3.3024 -3.7422
H -1.2008 1.0276 -1.7408
H -2.7492 0.8601 -2.7066
H -3.7438 3.0144 -1.6780
H -2.2812 3.2203 -0.5855
H -3.4170 0.3583 -0.5028
H -4.5339 1.7384 0.1963
H -2.1383 2.5206 1.4846
H -3.3243 1.3723 2.2733
H -0.4509 0.8426 1.6823
H -1.4122 -0.2026 0.5037
H -1.3606 -0.1672 3.7330
H -2.8814 -0.7704 2.8700
H -1.7203 -2.8574 2.4657
H -0.4929 -1.9342 1.4384
H 0.8682 -1.3026 3.6015
H -0.2251 -2.4578 4.5739
H 1.2352 -3.4427 1.9248
H 2.3283 -3.1886 3.4005
H -0.2572 -4.9745 3.8141
H 1.2907 -4.9780 4.8092
H 1.9188 -6.8927 3.6256
H 2.3462 -5.7814 2.1974
H -0.2573 -4.7792 0.8702
H -2.3056 -6.5166 -0.0441
H -1.9322 -9.1454 1.2627
H 0.4308 -8.8319 3.0854
H 0.1709 5.4106 -2.7617
H -1.2007 4.5705 -1.8907
H 1.3183 2.8564 0.7038
H -0.3734 3.7251 0.8355
H -0.0508 2.2709 -0.3556
H 1.0170 6.5742 -0.9743
H -0.1366 5.7962 0.2142
H 1.6573 5.7230 0.6221
Er 1.4413 -9.8542 1.6624
```

Löwdin atomic charge list, values in e, 5 entries:
1. C -0.04
2. C -0.43
3. C -0.03
4. C -0.11
5. C -0.60


# 2
Entry from the OMol25 dataset: an isolated molecule of C3H6N2O (ωB97M-V with the def2-TZVPD basis set).

Computed properties:
E = -302.5197 a.u.
LUMO energy = 0.76 eV
frontier orbital gap = 8.05 eV
total charge = 0

```
12
C3H6N2O, DFT ωB97M-V with the def2-TZVPD basis set
C 1.7006 0.4184 0.2774
N 0.5497 0.4674 -0.3392
C -0.3926 -0.1895 -1.0060
N -0.4529 -1.5890 -1.0120
C -0.8435 0.8395 -0.0464
O -1.3321 0.4444 1.1901
H 2.3660 -0.4113 0.0710
H 2.0273 1.2809 0.8464
H -0.8104 0.8274 1.9002
H -1.3026 -1.9426 -1.4299
H -0.3466 -1.9757 -0.0721
H -1.1630 1.8301 -0.3794
```

Löwdin atomic charge list, values in e, 5 entries:
1. C 0.01
2. N -0.09
3. C -0.27
4. N 0.07
5. C -0.25


# 3
Entry from the OMol25 dataset: a cluster of 4 separate species, C25H28N5O8 in total (ωB97M-V with the def2-TZVPD basis set).

Computed properties:
E = -1844.6996 a.u.
LUMO energy = -4.61 eV
frontier orbital gap = 6.92 eV
total charge = +1

```
66
C25H28N5O8, DFT ωB97M-V with the def2-TZVPD basis set
C -7.4723 -3.3394 -2.9773
C -6.7592 -3.5742 -4.3998
O -7.5948 -4.2083 -5.3763
C -5.4074 -4.4087 -4.0822
N -4.6178 -3.5659 -3.1413
C -3.4587 -4.2904 -2.5514
C -2.3144 -3.1896 -2.3190
O -1.4703 -3.4717 -1.1571
C -1.0022 -2.2301 -0.7193
N -0.3965 -1.4254 -1.7295
C -0.0808 -0.2413 -0.9855
N 0.5083 0.7993 -1.6088
N -0.4837 -0.3945 0.3700
N -1.0686 -1.6182 0.5528
H -8.5639 -3.6242 -3.0586
H -6.9953 -3.9852 -2.1599
H -7.3312 -2.2551 -2.6890
H -6.3812 -2.5456 -4.7383
H -7.3176 -5.1414 -5.4259
H -4.8099 -4.4935 -5.0623
H -5.6300 -5.4547 -3.7088
H -4.2000 -2.8306 -3.7359
H -3.8211 -4.7158 -1.5493
H -3.1041 -5.1711 -3.1746
H -2.8736 -2.2136 -2.1013
H -1.7527 -3.0284 -3.2877
H 1.3889 0.6110 -2.0998
H 0.0917 1.7460 -1.5244
H -0.3823 0.3229 1.1111
H -1.4780 -2.0166 1.4007
C 3.4021 3.7646 2.8132
C 2.1448 3.5522 2.4242
C 1.7357 2.2655 1.8267
O 0.5819 2.0726 1.4682
C 2.7704 1.2210 1.6767
C 4.0278 1.4315 2.0650
C 4.4388 2.7204 2.6639
O 5.5823 2.9123 3.0195
H 3.7204 4.7014 3.2527
H 1.3732 4.3050 2.5267
H 2.4514 0.2838 1.2370
H 4.7988 0.6779 1.9621
C 10.3128 0.1722 4.7991
C 9.3726 0.4974 5.6867
C 8.3127 1.4749 5.3577
O 7.4555 1.7736 6.1674
C 8.3346 2.0764 4.0068
C 9.2749 1.7510 3.1191
C 10.3348 0.7736 3.4477
O 11.1910 0.4750 2.6383
H 11.0965 -0.5406 5.0227
H 9.3414 0.0661 6.6796
H 7.5535 2.7873 3.7838
H 9.3062 2.1822 2.1262
C -2.5760 2.6942 0.1842
C -3.8053 2.4655 0.6469
C -5.0017 2.8012 -0.1563
O -6.1205 2.5948 0.2652
C -4.7811 3.3985 -1.4913
C -3.5511 3.6271 -1.9533
C -2.3568 3.2912 -1.1508
O -1.2310 3.4981 -1.5739
H -1.6885 2.4564 0.7583
H -3.9843 2.0287 1.6217
H -5.6673 3.6373 -2.0655
H -3.3717 4.0642 -2.9276
```

Löwdin atomic charge list, values in e, 5 entries:
1. C -0.06
2. C -0.39
3. O -0.05
4. C -0.20
5. N -0.11


# 4
Entry from the OMol25 dataset: an isolated molecule of C3H7ClN2S (ωB97M-V with the def2-TZVPD basis set).

Computed properties:
E = -1086.3417 a.u.
LUMO energy = 0.17 eV
frontier orbital gap = 7.81 eV
total charge = 0

```
14
C3H7ClN2S, DFT ωB97M-V with the def2-TZVPD basis set
C 0.6796 -0.1603 0.3028
C 0.9997 1.0387 -0.5522
C -1.8269 -0.3569 -0.5952
N -0.4865 -0.7194 0.1194
N 1.5234 -0.6198 1.2418
S -2.9151 -1.5083 -0.2826
Cl -2.1792 1.4535 0.0428
H 0.1539 1.0197 -1.3563
H 2.0019 0.9870 -0.9534
H 0.7098 1.9081 -0.0712
H -1.5340 -0.0483 -1.6363
H -0.9062 -1.4414 0.7224
H 2.4462 -0.4392 0.9873
H 1.3336 -1.1133 2.0307
```

Löwdin atomic charge list, values in e, 5 entries:
1. C -0.37
2. C 0.00
3. C -1.23
4. N 0.00
5. N 0.21


# 5
Entry from the OMol25 dataset: a cluster of 2 separate species, C6H9NO in total (ωB97M-V with the def2-TZVPD basis set).

Computed properties:
E = -363.9450 a.u.
SMILES = c1ccncc1.CO
LUMO energy = 0.67 eV
frontier orbital gap = 10.43 eV
total charge = 0

```
17
C6H9NO, DFT ωB97M-V with the def2-TZVPD basis set
C -0.7793 -0.3446 1.2936
C -1.5181 -1.1524 0.3891
C -1.5694 -0.7251 -0.9036
C -1.1311 0.5851 -1.1400
C -0.5808 1.3558 -0.1604
C 2.5092 -0.8615 -0.3504
H -0.5974 -0.7220 2.2967
H -1.8066 -2.1836 0.7449
H -1.9342 -1.2710 -1.7667
H -1.2485 0.8959 -2.1971
H -0.5236 2.4294 -0.4431
H 1.3125 0.5799 -0.3225
H 3.1487 -1.4461 0.4259
H 1.6412 -1.5528 -0.6509
H 3.0608 -0.8042 -1.3618
N -0.4143 0.9463 1.0968
O 2.2830 0.5384 0.1034
```

Löwdin atomic charge list, values in e, 5 entries:
1. C -0.13
2. C -0.07
3. C -0.09
4. C -0.10
5. C -0.22


# 6
Entry from the OMol25 dataset: a structure of composition C44H26AsF10GeN8NiS (ωB97M-V with the def2-TZVPD basis set).

Computed properties:
expectation value of S² = 3.8014
E = -9348.3666 a.u.
LUMO energy (spin up / spin down) = 3.67 / 1.41 eV
spin multiplicity = 4
frontier orbital gap (spin up / spin down) = 6.37 / 4.14 eV
total charge = -2

```
92
C44H26AsF10GeN8NiS, DFT ωB97M-V with the def2-TZVPD basis set
Ni -0.4977 0.5374 -0.8596
S -0.8274 1.2712 -3.2665
C -1.2875 2.8832 -2.7621
N -1.3458 3.9041 -3.5537
N -1.0176 3.6717 -4.8214
C -0.9513 4.6826 -5.7462
C -0.6714 4.3734 -7.0835
C -0.5847 5.3821 -8.0248
C -0.7698 6.7104 -7.6621
C -1.0552 7.0182 -6.3365
C -1.1497 6.0226 -5.3820
N -1.6568 3.1605 -1.4684
N -1.5372 2.2296 -0.6480
C -2.1322 2.3265 0.5929
C -1.6684 1.3806 1.5423
C -2.4341 1.2317 2.7064
C -3.5133 2.0552 2.9537
C -3.8903 3.0492 2.0486
C -3.1990 3.1900 0.8678
H -0.7519 2.7229 -5.0743
H -0.5169 3.3373 -7.3613
H -0.3662 5.1324 -9.0563
H -0.6845 7.4955 -8.4032
H -1.1989 8.0534 -6.0505
H -1.3610 6.2365 -4.3446
H 0.3803 1.5301 1.1165
H -2.1507 0.4895 3.4403
H -4.0669 1.9377 3.8785
H -4.7421 3.6835 2.2606
H -3.4849 3.9095 0.1128
F -2.2087 -0.6546 -0.9503
As -3.9677 -0.9690 -1.1255
F -3.7024 -1.3876 -2.7811
F -4.1960 0.6908 -1.5561
F -5.6722 -1.3030 -1.2755
F -4.1818 -0.5462 0.5455
F -3.6606 -2.6145 -0.6624
C -0.3777 0.7544 1.2428
Ge 0.3211 -0.5017 2.5743
C 0.8515 0.6804 4.1000
C 2.0014 1.4619 3.9958
C 2.3704 2.3401 5.0044
C 1.5925 2.4494 6.1489
C 0.4380 1.6892 6.2657
C 0.0711 0.8211 5.2459
C -0.9724 -1.8431 3.1907
C -1.9311 -2.3069 2.2941
C -2.8298 -3.2961 2.6636
C -2.7775 -3.8303 3.9431
C -1.8265 -3.3776 4.8488
C -0.9265 -2.3903 4.4731
C 1.9803 -1.4763 2.1164
C 3.0512 -0.8583 1.4726
C 4.2372 -1.5437 1.2444
C 4.3728 -2.8563 1.6720
C 3.3146 -3.4831 2.3171
C 2.1234 -2.8021 2.5248
H 2.6219 1.3809 3.1092
H 3.2629 2.9459 4.8987
H 1.8804 3.1280 6.9432
H -0.1799 1.7762 7.1522
H -0.8409 0.2425 5.3451
H -1.9819 -1.8881 1.2969
H -3.5644 -3.6401 1.9469
H -3.4691 -4.6097 4.2404
H -1.7801 -3.7978 5.8472
H -0.1778 -2.0408 5.1770
H 2.9498 0.1686 1.1348
H 5.0553 -1.0514 0.7303
H 5.2953 -3.3963 1.4913
H 3.4077 -4.5120 2.6444
H 1.2920 -3.3176 2.9913
F 4.5393 -2.3888 -3.3592
C 3.4465 -2.7614 -2.6907
C 3.3037 -4.0819 -2.3874
F 4.2589 -4.9190 -2.7950
C 2.2172 -4.5864 -1.6353
C 1.2758 -3.6021 -1.2435
C 1.4244 -2.2816 -1.5450
F 0.4460 -1.4502 -1.1354
C 2.5254 -1.7749 -2.2780
C 2.7202 -0.3868 -2.5549
C 1.9964 0.5548 -1.8237
N 1.3957 1.2908 -1.1607
C 3.5658 0.0928 -3.5801
N 4.2182 0.5189 -4.4306
F 0.1956 -3.9713 -0.5697
C 2.1082 -5.9448 -1.2618
C 3.0351 -6.9411 -1.6493
N 3.7360 -7.8170 -1.9207
C 1.1049 -6.4470 -0.3979
N 0.3542 -6.9463 0.3218
```

Löwdin atomic charge list, values in e, 5 entries:
1. Ni 0.41
2. S 0.63
3. C -0.77
4. N 0.03
5. N -0.04